Record 1
17
Properties=species:S:1:pos:R:3:forces:R:3 method="wB97M-V/def2-TZVPD" e_tot_ha=-417.4092 charge=-1 homo_lumo_gap_ev="2.767 / 9.933" spin_multiplicity=2 homo_ha="0.0292 / -0.2390"
O -2.7223 1.6012 1.4186 -0.199 0.451 -0.323
C -2.3767 0.4809 1.1070 0.495 0.104 -0.062
N -1.1098 0.1007 0.7885 -0.715 0.021 0.124
C -0.1978 0.9789 0.0751 -0.676 0.062 0.305
N -0.3461 0.8061 -1.3751 0.390 -0.224 0.550
H -3.1306 -0.3102 1.0046 0.042 -0.445 0.439
H -0.8909 -0.8694 0.9490 0.372 -0.155 -0.599
H 0.8201 0.7727 0.3840 0.153 0.006 -0.139
H -0.5006 1.9845 0.3606 0.285 0.133 0.287
H 0.4412 1.2889 -1.7979 -0.014 0.004 -0.337
H -1.2012 1.2669 -1.6559 -0.055 0.097 -0.228
H 1.7031 -1.4757 0.5201 0.018 -0.061 -0.307
H 1.6562 -2.5045 1.6535 -0.114 0.100 -0.119
O 1.1111 -1.8484 1.2017 0.052 -0.094 0.290
H 2.9747 -0.8123 -1.8424 0.132 -0.024 0.281
H 1.4766 -0.6909 -1.6602 -0.106 -0.077 0.073
O 2.2929 -0.7693 -1.1313 -0.058 0.104 -0.235


Record 2
17
Properties=species:S:1:pos:R:3:forces:R:3 method="wB97M-V/def2-TZVPD" e_tot_ha=-417.4417 charge=0 homo_lumo_gap_ev=9.602 smiles="NCC(N)=O.O.O" homo_ha=-0.3395
N 2.2645 -0.7047 -0.2871 0.170 0.068 0.477
C 1.4383 0.2626 0.4438 1.550 0.822 -1.803
C -0.0161 0.0808 0.1490 -1.134 0.890 1.343
N -0.8567 0.7869 0.9686 -0.676 -0.605 -0.259
O -0.5001 -0.6102 -0.7277 0.697 -0.424 -0.135
H 2.6698 -1.3976 0.3259 -0.124 -0.048 0.012
H 1.6954 -1.1790 -0.9769 -0.081 -0.003 0.019
H 1.7073 0.3702 1.4928 -0.328 -0.464 0.100
H 1.7243 1.2661 0.0161 -0.530 -0.538 0.365
H -0.6908 1.4966 1.6644 0.591 -0.075 -0.139
H -1.8079 0.4749 0.8573 -0.143 0.385 -0.025
O -0.4447 3.6573 2.2945 -0.643 0.959 0.233
H -1.1240 4.3027 2.5748 0.151 -0.797 0.061
H 0.1392 4.2622 1.8308 0.498 -0.237 -0.274
O -1.4954 -3.7163 -2.9770 0.300 -0.161 -0.149
H -2.3250 -3.4927 -2.5567 -0.152 0.140 0.161
H -0.8150 -3.2712 -2.4601 -0.145 0.087 0.013


Record 3
17
Properties=species:S:1:pos:R:3:forces:R:3 method="wB97M-V/def2-TZVPD" e_tot_ha=-417.1778 charge=0 homo_lumo_gap_ev=3.487 homo_ha=-0.3179
N -0.6119 1.6509 3.2132 1.697 0.257 0.759
C 1.6520 -1.1961 -0.0271 0.048 -2.066 0.754
C 1.0897 -1.1528 -1.3319 -1.975 2.270 -3.180
N 0.8674 0.0622 -1.9352 1.387 0.564 3.754
O 0.7624 -2.0997 -2.0033 0.490 -2.682 0.506
H -1.1396 1.8553 4.0604 -0.050 0.056 -0.704
H -1.0758 1.7359 2.3325 -1.268 0.019 -0.317
H 1.6577 -2.2056 0.4295 -0.097 0.872 -0.056
H 2.3647 -0.4683 0.2791 0.185 0.657 0.525
H 1.2051 0.8649 -1.4379 -0.092 0.519 -0.177
H 0.8341 0.1090 -2.8987 -0.396 -0.079 -2.132
H -2.4435 2.2338 0.1653 -1.109 0.462 -0.669
H 0.1616 2.3171 3.1195 -0.307 -0.296 0.529
O -1.6886 2.0261 0.6864 1.122 -1.127 0.129
H -1.5490 0.5549 0.4792 0.753 0.108 0.475
H -0.3116 -0.6126 0.4912 -2.124 1.020 -0.200
O -1.3167 -0.4617 0.3404 1.736 -0.555 0.004


Record 4
15
Properties=species:S:1:pos:R:3:forces:R:3 method="wB97M-V/def2-TZVPD" e_tot_ha=-589.8621 charge=0 homo_lumo_gap_ev=9.255 smiles=NCN.CS homo_ha=-0.3123
N 0.4294 -1.7263 -2.1353 0.646 -0.204 -0.354
C 0.9422 -3.0378 -1.8970 0.231 -0.443 -0.150
N 0.1357 -3.9286 -1.0892 0.312 -0.543 -0.069
H 0.6770 -1.0577 -1.4296 -0.499 0.165 -0.011
H -0.4774 -1.6800 -2.5627 -0.161 0.231 0.304
H 1.9419 -2.9345 -1.4788 0.102 0.330 0.359
H 1.1522 -3.5688 -2.8350 -0.331 0.137 -0.072
H -0.0626 -4.8192 -1.5105 -0.324 0.144 0.154
H -0.5402 -3.5834 -0.4330 0.024 0.184 -0.158
C -0.5979 4.8307 2.7998 -0.252 -0.525 -0.546
S -0.6795 3.0129 2.6624 0.179 0.082 0.466
H 0.1105 5.2151 2.0813 0.226 0.173 -0.050
H -0.2782 5.0646 3.8018 0.030 0.088 0.275
H -1.5786 5.2433 2.5923 -0.058 0.164 0.189
H -1.1745 2.9697 1.4336 -0.125 0.018 -0.336


Record 5
15
Properties=species:S:1:pos:R:3:forces:R:3 method="wB97M-V/def2-TZVPD" e_tot_ha=-246.2245 charge=+1 homo_lumo_gap_ev=10.056 homo_ha=-0.4840
C 0.8978 0.3457 0.9134 -0.176 -0.256 0.179
C 0.3100 1.2752 0.1740 -0.060 0.257 -0.359
N 0.7077 2.5904 0.0750 -0.011 -0.044 0.648
N 0.4288 -1.0421 0.8160 0.349 -0.486 -0.127
H 1.6666 0.5190 1.6493 0.115 -0.038 -0.067
H -0.4989 0.9901 -0.4911 -0.120 0.081 0.103
H -0.0422 3.2550 0.2300 0.012 -0.005 -0.415
H 1.4773 2.8144 0.6948 0.028 0.076 -0.096
H 0.1532 -1.4155 1.7255 -0.117 0.080 -0.019
H 1.1687 -1.6631 0.4695 0.025 0.132 0.151
H -0.3560 -1.1952 0.1053 0.029 0.213 -0.072
N -1.3119 -1.5541 -1.3501 -0.059 -0.049 0.006
H -0.9231 -1.1752 -2.2105 -0.017 0.041 0.051
H -2.2592 -1.1950 -1.2803 -0.028 0.059 -0.024
H -1.4189 -2.5496 -1.5209 0.028 -0.061 0.041


Record 6
15
Properties=species:S:1:pos:R:3:forces:R:3 method="wB97M-V/def2-TZVPD" e_tot_ha=-246.2088 charge=+1 homo_lumo_gap_ev=11.349 smiles=NC[NH2+]CN homo_ha=-0.5345
N -0.6276 -1.6819 0.5562 0.044 0.192 -0.019
C -1.2880 -0.5034 0.0675 0.081 -0.078 -0.256
N -0.3280 0.1622 -0.8850 0.454 -0.224 -0.552
C 1.1231 0.6908 -0.4772 -0.527 -0.856 -0.327
N 1.1814 1.2851 0.7580 -0.147 1.143 -0.109
H 0.0733 -1.4648 1.2536 -0.026 -0.007 0.121
H -1.3045 -2.2841 1.0027 -0.020 -0.276 -0.072
H -1.6688 0.1806 0.8136 0.233 0.525 0.099
H -2.1159 -0.7973 -0.5821 -0.042 -0.030 0.236
H -0.0881 -0.6226 -1.4992 -0.183 0.200 -0.265
H -0.7612 0.8854 -1.4569 -0.350 -0.033 0.213
H 1.3460 1.3820 -1.2878 0.128 0.046 0.177
H 1.7018 -0.2139 -0.6303 0.276 -0.151 0.236
H 1.1915 0.7567 1.6091 0.387 0.002 0.031
H 1.5649 2.2251 0.7578 -0.308 -0.453 0.487